(1)
71
Properties=species:S:1:pos:R:3 method="wB97M-V/def2-TZVPD" homo_lumo_gap_ha="0.1339 / 0.1309" e_above_lowest_ev=0.000 total_energy_ha=-5914.39851 s_squared=3.846 multiplicity=4
Cr 0.2721 -0.4474 1.3604
Br -3.2675 4.2746 -6.1364
C -2.5292 3.1930 -4.8057
C -1.8004 2.0941 -5.2421
C -1.6659 0.8849 -4.3793
C -1.5696 1.4111 -2.9850
O -0.0223 0.3936 -0.3419
C -2.2009 2.5672 -2.4670
C -2.1740 2.9581 -1.0765
N -1.9371 2.1237 -0.1457
C -1.7035 2.5746 1.1998
C -1.7489 3.9941 1.6437
C -1.5323 4.3527 2.9664
C -0.8592 3.2970 3.7564
C -1.3054 1.9327 3.6220
C -1.7397 1.0633 4.5778
C -2.2482 -0.1345 4.1346
C -2.2004 -0.4218 2.7959
N -1.5953 0.2867 1.8545
C -1.4948 1.6354 2.2289
C -2.7763 3.4620 -3.4564
H -1.3565 2.0307 -6.2671
H -2.5113 0.2240 -4.6458
H -2.2805 4.0304 -0.8960
H -2.2241 4.6294 0.8833
H -1.6078 5.3589 3.4707
H -0.0299 3.5086 4.4751
H -1.6266 1.2895 5.6309
H -2.6790 -0.8645 4.8307
H -2.6945 -1.3488 2.5265
H -3.3657 4.2698 -3.0495
C -0.6490 -4.6798 1.2677
C -1.2575 -4.8821 0.0011
C -1.1435 -3.8284 -0.8838
C -0.5995 -2.5452 -0.6483
N -0.0398 -2.3891 0.5817
C 0.1347 -3.5049 1.4051
C -0.3815 -1.5661 -1.7135
C -0.3751 -2.0575 -3.0313
C -0.3327 -1.3537 -4.2056
C -0.2945 0.0837 -4.1112
C -0.2634 0.6767 -2.6214
N -0.1875 -0.2234 -1.5762
H -0.7281 -5.3725 2.1057
H -1.8017 -5.7333 -0.3446
H -1.5591 -3.9604 -1.9007
H 0.8665 -3.5185 2.2045
H -0.4255 -3.1611 -3.0907
H -0.2665 -1.9289 -5.1434
H 0.4447 0.6249 -4.7296
H 0.5791 1.3622 -2.6191
C 4.4640 -0.2231 -1.2490
C 4.1479 -0.9594 0.0607
C 3.5987 -2.3374 -0.2695
C 3.2559 -0.0609 0.9194
H 5.1576 -0.8018 -1.8905
H 4.8722 0.7701 -1.0060
H 3.5919 -0.0410 -1.8938
H 5.0832 -1.1392 0.6114
H 2.5341 -2.3967 -0.5135
H 3.7795 -3.0269 0.5344
H 4.1805 -2.6591 -1.1371
H 2.8942 0.8217 0.3444
H 3.8030 0.4195 1.7994
F 0.9284 1.4154 3.4464
Te 2.0650 -0.5080 4.0866
F 2.5546 0.0386 5.8210
F 0.1679 -1.5115 3.0341
F 1.6440 -2.2875 4.7682
F 3.8628 -1.4050 4.0943
O 2.1695 -0.7735 1.4298

---

(2)
16
Properties=species:S:1:pos:R:3 method="wB97M-V/def2-TZVPD" homo_lumo_gap_ha=0.3607 e_above_lowest_ev=1.965 total_energy_ha=-250.93306 charge=+1
C -0.3337 2.3384 -0.9565
C -0.0772 -0.0881 -1.1403
C 0.0903 -0.6485 0.2446
C -1.0907 -1.0255 1.0069
C 1.4289 -0.7901 0.8013
N -0.1541 1.1908 -0.5000
H -0.3583 3.1767 -0.2763
H -0.4646 2.5271 -2.0212
H 0.7839 -0.1984 -1.8029
H -0.9868 -0.3809 -1.6675
H -1.9819 -0.4738 0.7100
H -0.9429 -0.9645 2.0837
H -1.3010 -2.0767 0.7621
H 1.8384 -1.7391 0.4276
H 1.4355 -0.8238 1.8884
H 2.1144 -0.0234 0.4403

---

(3)
52
Properties=species:S:1:pos:R:3 method="wB97M-V/def2-TZVPD" homo_lumo_gap_ha=0.1998 e_above_lowest_ev=1.580 total_energy_ha=-1670.48370
P 0.3265 -1.8400 -2.6102
P 1.1526 3.0275 -2.4121
C 0.4195 -0.0168 -3.1970
C 1.3658 1.0123 -2.6303
H -0.5568 0.4678 -3.3734
H 0.8155 -0.2817 -4.1695
H 1.6449 0.6724 -1.6256
H 2.2359 0.9956 -3.2889
C -0.6694 3.1642 -2.2799
H -0.9256 3.4793 -1.2610
H -1.2162 2.2290 -2.4731
H -1.0102 3.9473 -2.9710
C 1.3212 4.0549 -3.9695
H 0.5248 3.8648 -4.6775
H 2.2902 3.9119 -4.4538
H 1.2347 5.0869 -3.6053
C -0.6284 -3.2348 -3.4762
H -0.6282 -4.1228 -2.8462
H -0.2445 -3.5184 -4.4466
H -1.6750 -2.9622 -3.5875
C 2.0182 -2.4801 -2.9188
H 2.5776 -1.8850 -3.6481
H 2.0102 -3.5090 -3.3044
H 2.5747 -2.4639 -1.9780
Pb -2.1630 -0.6851 -1.9715
C 0.0302 1.3407 -5.4907
C -1.2773 1.2027 -5.2228
C -2.2375 0.4609 -6.0327
C -1.5852 -0.7466 -6.7396
C -0.7533 -1.4770 -5.7608
C 0.5924 -1.5531 -5.7682
C 1.5111 -0.5146 -6.3455
C 0.8414 0.8343 -6.6274
C -0.4853 -1.5345 -0.0759
H 0.6260 1.9443 -4.8225
H -1.7171 1.8372 -4.4693
H -2.6679 1.0870 -6.8125
H -3.0353 0.1452 -5.3575
H -2.3999 -1.4239 -7.0400
H -1.0377 -0.4537 -7.6506
H -1.4375 -2.0007 -5.1042
H 1.1349 -2.4367 -5.4041
H 1.9419 -0.9280 -7.2600
H 2.3702 -0.3940 -5.6629
H 1.6964 1.5077 -6.7749
H 0.3516 0.8044 -7.6004
H 0.1270 -0.9508 0.6550
H 0.2719 -2.2304 -0.5317
H -1.1338 -2.1579 0.5748
O -4.3753 0.8466 1.8055
N -3.6501 0.3518 0.9374
O -4.1424 -0.2092 -0.0955

---

(4)
74
Properties=species:S:1:pos:R:3 method="wB97M-V/def2-TZVPD" homo_lumo_gap_ha="0.2044 / 0.2160" e_above_lowest_ev=1.275 total_energy_ha=-1992.88168 s_squared=0.901 multiplicity=2 charge=+3
Re -0.6777 0.7883 -0.3417
C 2.0172 -1.0030 -1.4661
C 2.2822 0.4655 -1.4130
C 3.5560 0.9402 -1.6919
C 3.8303 2.2862 -1.6251
C 2.7909 3.1699 -1.3392
C 1.5430 2.6740 -1.1001
N 1.2883 1.3277 -1.0721
C 0.3706 3.5281 -0.8983
C 0.3409 4.8995 -0.9902
C -0.8724 5.5515 -0.8196
C -2.0293 4.8156 -0.6014
C -1.9390 3.4431 -0.5384
N -0.7513 2.8285 -0.6648
C -3.0733 2.5193 -0.4349
C -4.3533 2.9704 -0.3371
C -5.4055 2.0640 -0.4236
C -5.1245 0.7427 -0.6632
C -3.8141 0.2933 -0.7436
C -3.6063 -1.1436 -1.0765
N -2.7672 1.1701 -0.5553
H 2.7437 -1.4941 -2.1114
H 1.0215 -1.2173 -1.8421
H 2.1154 -1.4290 -0.4656
H 4.3253 0.2285 -1.9694
H 4.8321 2.6587 -1.8110
H 2.9727 4.2357 -1.3217
H 1.2400 5.4650 -1.2047
H -0.9232 6.6320 -0.8851
H -2.9834 5.3187 -0.5100
H -4.5577 4.0247 -0.2134
H -6.4323 2.4084 -0.3492
H -5.9236 0.0253 -0.8065
H -4.4559 -1.5104 -1.6506
H -3.5626 -1.7453 -0.1693
H -2.7162 -1.3024 -1.6749
C -0.7191 1.3078 1.7384
C 0.7007 1.6052 1.8898
C 1.1489 2.9350 1.9181
C 2.4932 3.2115 1.9254
C 3.4216 2.1594 1.8747
C 2.9967 0.8340 1.9176
C 1.6393 0.5606 1.9378
C 4.8313 2.4562 1.7510
N 5.9539 2.6646 1.5799
H -1.3941 2.1452 1.8877
H -1.0847 0.4311 2.2568
H 0.4285 3.7478 1.9626
H 2.8491 4.2355 1.9568
H 3.7277 0.0333 1.9474
H 1.3018 -0.4708 2.0018
Te -0.8021 -1.8512 0.4437
C 0.7926 -2.8423 1.4029
C 0.7883 -2.8836 2.7902
C 1.8104 -3.5689 3.4416
C 2.8076 -4.1949 2.7056
C 2.7751 -4.1684 1.3144
C 1.7523 -3.5024 0.6487
C -1.4086 -3.4619 -0.7539
C -0.8404 -3.7004 -1.9969
C -1.2190 -4.8514 -2.6751
C -2.1458 -5.7232 -2.1150
C -2.7018 -5.4580 -0.8658
C -2.3343 -4.3147 -0.1657
H 0.0007 -2.4124 3.3661
H 1.8087 -3.6290 4.5248
H 3.5988 -4.7321 3.2152
H 3.5366 -4.6855 0.7418
H 1.6969 -3.5421 -0.4320
H -0.1207 -3.0223 -2.4426
H -0.7813 -5.0660 -3.6433
H -2.4351 -6.6155 -2.6542
H -3.4183 -6.1418 -0.4278
H -2.7565 -4.1182 0.8125